[1]
The following is a quantum chemistry calculation of a structure of composition C12H18Cl3N3O4PdSi, from OMol25.

```
42
Properties=species:S:1:pos:R:3:forces:R:3
Pd -0.59133 1.41475 -0.65083 0.57 0.33 0.03
N 1.74357 1.85605 -0.94893 -0.08 -0.42 -0.16
C 2.21127 3.17995 -0.56603 -0.14 0.39 -0.23
C 1.14777 4.24235 -0.91423 0.33 -0.32 0.13
N -0.19233 3.87445 -0.46123 -0.46 -0.09 -0.28
C -0.56203 4.27175 0.89597 0.16 -0.22 0.47
C -0.10533 3.24995 1.95327 -0.10 0.54 -0.17
N -0.62203 1.93385 1.61617 -0.23 -0.57 -0.52
H 2.12357 1.11545 -0.36393 -0.08 0.01 -0.16
H 1.93947 1.64455 -1.92573 0.06 -0.02 0.29
H 3.13957 3.45485 -1.08653 -0.09 0.00 0.20
H 2.41927 3.17955 0.50357 0.01 0.00 -0.05
H 1.11107 4.32755 -2.00363 -0.02 0.07 0.07
H 1.46227 5.21095 -0.49803 -0.05 -0.07 -0.12
H -0.87813 4.27355 -1.09553 0.04 -0.17 0.05
H -1.65353 4.32125 0.93547 0.06 0.06 -0.06
H -0.15603 5.26305 1.15157 -0.10 -0.11 -0.04
H -0.46933 3.58965 2.93557 0.16 -0.08 -0.19
H 0.98437 3.20915 1.99847 -0.10 -0.05 0.04
H -1.60173 1.82755 1.87787 0.23 -0.11 0.03
H -0.06433 1.15935 1.97677 -0.21 0.06 -0.10
Cl -3.47213 3.32965 -1.47473 0.05 -0.17 -0.03
Si -2.92743 1.32065 -0.96823 -0.43 0.57 0.53
Cl -3.78533 1.17915 0.98327 0.01 -0.06 -0.21
Cl -4.26463 0.20155 -2.09393 0.36 0.00 0.02
O 0.74937 -0.45855 0.80047 0.34 -0.17 0.53
C 0.32767 -1.21615 -0.09423 0.39 -0.16 0.33
O -0.17833 -0.79395 -1.17093 -0.60 0.80 -0.35
C 0.39617 -2.70845 0.05417 0.02 -0.01 0.06
C 1.17607 -3.32115 1.02737 -0.16 0.27 -0.15
C 1.20677 -4.70745 1.15587 -0.11 -0.50 -0.11
C 0.42867 -5.44475 0.29207 -0.31 0.42 -0.47
O 0.26517 -6.80435 0.20637 0.27 0.35 0.34
C -0.60423 -7.02215 -0.88883 -0.30 -1.11 -0.44
O -1.00213 -5.78195 -1.42613 -0.06 0.42 0.00
C -0.34703 -4.82695 -0.69213 0.41 -0.12 0.47
C -0.38123 -3.46625 -0.82993 -0.06 -0.29 -0.09
H 1.76327 -2.70515 1.69257 -0.01 0.06 0.01
H 1.81397 -5.20375 1.89377 0.10 -0.01 0.16
H -1.49243 -7.58255 -0.55503 0.22 0.21 0.02
H -0.07943 -7.61085 -1.66153 -0.07 0.23 0.20
H -0.97883 -2.97605 -1.58023 -0.04 0.03 -0.08
```
Positions in Å, forces in eV/Å.

- E_HOMO (alpha / beta) (eV) = -7.650 / -7.888
- LUMO level (alpha / beta) (Ha) = 0.0120 / -0.0547
- frontier orbital gap (alpha / beta) (eV) = 7.98 / 6.40
- E (eV) = -74325.2277
- spin multiplicity = 3
- <S²> = 2.01


[2]
The following is a quantum chemistry calculation of a cluster of 2 separate species, C12H18ClF3NO5P in total, from OMol25.

```
41
Properties=species:S:1:pos:R:3:forces:R:3
C 0.61460 -4.17611 -0.15066 0.03 0.31 0.39
C 0.48121 -3.34227 -1.16653 0.28 -0.38 -0.06
P 0.15438 -1.65624 -0.89035 1.36 1.06 -0.83
C 1.45520 -0.64712 -1.66146 -0.83 -0.24 -0.14
C 1.02018 0.08089 -2.88823 0.40 -0.35 -1.94
O 1.35280 -0.22676 -4.00168 -0.46 0.34 1.29
Cl 0.03130 1.46030 -2.55363 -0.24 0.36 -0.02
N -1.35070 -1.23280 -1.49480 -0.51 -0.69 1.75
C -2.01873 -2.31015 -2.19464 0.74 -0.07 -1.72
C -3.35106 -2.74206 -1.72426 0.06 0.17 0.08
O -1.47478 -2.79691 -3.15688 -0.13 0.25 0.82
C -2.29164 -0.47724 -0.61759 -0.65 1.51 -1.08
C -2.24604 -0.61349 0.86041 -0.17 -0.55 -0.42
O -3.08621 0.21949 -1.19080 0.66 -0.83 0.35
H 0.50733 -5.22805 -0.27920 0.61 -0.69 -0.18
H 0.86120 -3.80910 0.82521 -0.59 0.05 0.71
H 0.59213 -3.69703 -2.16414 -0.63 -0.15 -0.75
H 0.26037 -1.45083 0.47784 -0.27 0.14 0.16
H 1.75289 0.07631 -0.93612 0.44 0.39 0.58
H 2.25829 -1.29908 -1.94563 0.51 -0.38 0.07
H -4.06905 -2.27147 -2.36521 -0.62 0.37 -0.23
H -3.55371 -2.50529 -0.69753 -0.21 0.12 0.43
H -3.42691 -3.79381 -1.88235 -0.01 -0.78 -0.12
H -3.20248 -0.31110 1.22220 -0.69 0.26 0.25
H -1.52931 0.04395 1.29237 0.88 0.56 0.36
H -2.06982 -1.63189 1.16576 0.25 -0.41 0.20
C 1.08382 4.54916 1.16933 0.16 -0.12 -0.03
C 1.23936 4.19026 2.64436 -0.02 0.34 0.34
O 0.87560 2.87822 3.00587 -0.47 -0.33 -0.63
C 1.83589 1.79563 2.76055 0.31 -0.02 0.62
O 3.04278 1.99823 3.12455 0.24 0.05 -0.11
C 1.78896 1.35694 1.26822 -0.39 0.29 0.21
F 0.52007 1.40369 0.70900 0.03 -0.40 -0.19
F 2.14923 0.03037 1.17168 -0.13 -0.12 -0.03
F 2.58140 1.99715 0.41308 0.08 -0.05 -0.14
H 0.15272 4.14437 0.76937 -0.06 0.05 0.02
H 1.07618 5.63478 1.05019 -0.05 0.01 0.05
H 1.90665 4.17052 0.56864 0.02 -0.03 -0.03
H 0.55057 4.82442 3.20961 0.01 -0.01 0.06
H 2.24524 4.42422 3.00351 0.10 -0.14 -0.11
H 1.28013 0.93990 3.24996 -0.06 0.13 0.01
```
Positions in Å, forces in eV/Å.

- E_HOMO (eV) = -6.517
- LUMO level (Ha) = -0.0588
- frontier orbital gap (eV) = 4.92
- E (eV) = -54423.2439
- spin multiplicity = 1


It is found that the max |F| values, taken in the order of the records, are 1.23, 2.01 eV/A.